Here is a cluster of 2 separate species, C4H9N in total in a non-equilibrium geometry from OMol25. Energies are from ωB97M-V/def2-TZVPD.

Last column: Mulliken charge in e.
Element x y z (Å)
N: -0.8607 -0.9605 1.3061  -0.40
C: -1.6970 0.9808 0.0661  -0.73
C: 1.8695 0.2785 -0.8608  -0.29
C: -1.2868 0.3521 1.1812  -0.02
C: 1.2416 -0.7784 -1.3561  -0.73
H: -0.5508 -1.1773 2.2392  0.23
H: 0.2243 -0.6601 -1.7126  0.31
H: 1.2834 1.0891 -0.4454  0.21
H: -2.1362 1.9468 0.2543  0.22
H: 1.7514 -1.6525 -1.7353  0.26
H: 2.9415 0.3067 -0.7091  0.26
H: -1.1924 0.8834 2.1253  0.27
H: -1.2295 0.7393 -0.8759  0.21
H: -0.3581 -1.3479 0.5229  0.21

Results
**Kohn-Sham gap**: 9.3 eV
**SMILES**: C=CN.C=C
**Total energy**: -5781.8796 eV
**HOMO energy**: -8.112 eV
**Energy above the lowest of the compared OMol25 structures with the same formula, charge and spin**: 186.45 kJ/mol